72
Properties=species:S:1:pos:R:3:lowdin_spin:R:1 method="wB97M-V/def2-TZVPD" relative_energy_kj_mol=126.0 orbital_gap_ev="7.3 / 5.7" spin_multiplicity=3 fmax_ev_per_a=2.0 lumo_ev="0.28 / -1.26"
I 0.2660 -3.8944 5.0180 0.001
I 4.2234 0.1450 2.8390 0.001
Pd 0.6195 0.7942 -0.8973 1.284
S 2.9062 0.6606 -1.8997 0.214
S 0.9315 3.2858 -0.9615 0.206
P 2.8138 2.5369 -1.1740 0.013
P -1.2012 0.2924 -3.3043 0.005
O 3.6058 3.5485 -2.1441 0.006
O 1.8598 0.5451 0.9398 0.118
O -1.3775 0.9498 -1.9893 0.044
O 3.7283 2.5378 0.1000 0.001
N -2.3645 -0.8920 -3.4969 0.001
N -1.2438 1.3538 -4.6317 0.001
N -0.5433 -0.6847 0.6133 0.035
N 0.2827 -0.4768 -3.4730 0.004
C 0.4592 -1.6266 -2.5925 0.010
C -2.1636 -2.2977 1.2946 0.001
C 1.5179 -0.3857 1.7350 0.008
C -1.3648 -2.7150 2.3267 0.004
C -2.3780 -1.7085 -4.6871 0.000
C -0.3751 2.5068 -4.4405 0.000
C 0.7672 -2.4033 3.5908 0.003
C 1.9876 -1.7748 3.6966 0.000
C 0.9650 -0.6181 -4.7437 0.000
C 3.0486 3.9839 -3.3862 0.002
C 3.3705 2.9759 -4.4810 0.001
C 2.3522 -0.8113 2.7749 0.008
C 4.3377 3.6540 0.7681 0.000
C -2.5851 1.7473 -5.0302 0.000
C 3.6263 5.3617 -3.6838 0.000
C -0.1237 -2.0855 2.5521 0.000
C -3.6147 -0.8530 -2.7747 0.000
C 5.6824 3.9562 0.1267 0.000
C 3.4151 4.8571 0.7859 0.004
C 0.2516 -1.0633 1.6330 0.003
C -1.7163 -1.2570 0.4690 0.007
H -2.3269 -0.8860 -0.3425 0.000
H -4.4571 -0.5734 -3.4166 0.000
H -3.1294 -2.7499 1.1160 0.000
H 0.5888 0.1303 -5.4355 0.000
H 4.4963 3.2923 1.7918 0.000
H -2.5322 2.2157 -6.0155 0.000
H 5.5420 4.3579 -0.8708 0.000
H -2.5144 -2.7600 -4.4154 0.000
H 2.0353 -0.4709 -4.5878 0.000
H -3.5312 -0.1241 -1.9712 0.000
H 2.9910 1.9945 -4.2017 0.001
H 2.4562 4.5786 1.2184 0.002
H 2.9171 3.2923 -5.4152 0.000
H -3.1891 -1.4294 -5.3714 0.000
H -3.2102 0.8618 -5.0997 0.000
H -3.0469 2.4585 -4.3323 0.000
H 3.3744 6.0554 -2.8854 0.000
H 0.6052 2.1683 -4.1052 0.000
H 0.8223 -1.6146 -5.1790 0.000
H 0.2614 -2.5667 -3.1236 0.001
H 6.2612 3.0412 0.0541 0.000
H -0.2712 3.0231 -5.3953 0.000
H 3.2176 5.7375 -4.6182 0.000
H 3.8541 5.6542 1.3771 0.000
H -1.6687 -3.5263 2.9736 0.000
H 4.4462 2.9009 -4.6141 0.000
H -0.7722 3.2065 -3.6979 0.000
H 3.2527 5.2134 -0.2291 0.002
H 6.2252 4.6734 0.7349 0.000
H 1.4905 -1.6557 -2.2107 0.003
H 1.9595 4.0676 -3.2577 0.002
H -3.8288 -1.8421 -2.3580 0.000
H -0.2446 -1.5491 -1.7563 0.002
H 4.7095 5.3039 -3.7656 0.000
H -1.4339 -1.5896 -5.2107 0.000
H 2.6734 -2.0304 4.4887 0.000



64
Properties=species:S:1:pos:R:3:nbo_charge:R:1 method="wB97M-V/def2-TZVPD" orbital_gap_ev=7.8 spin_multiplicity=1 total_charge=+1 fmax_ev_per_a=2.7 lumo_ev=-2.96
P -1.5201 -2.9602 -0.5192 1.300
O 3.1383 -1.5612 -4.7725 -0.459
O -0.9300 -0.7465 -3.0205 -0.543
N 1.3243 -0.6240 -3.6566 -0.710
N -2.5068 -4.1852 -0.6708 -1.291
N 5.2096 -6.4408 0.2529 -0.828
N -1.1226 2.5798 0.2490 -0.214
C 4.1557 -5.4470 -0.0500 -0.207
C -3.0768 5.4428 2.7680 -0.609
C 2.0107 -2.7988 -2.9052 -0.130
C -0.8398 4.5943 1.8814 -0.431
C 2.9943 -6.0437 -0.9731 -0.440
C -1.1660 4.0911 0.4796 -0.214
C 0.0747 1.9144 0.9154 -0.204
C 0.6943 -2.5055 -2.3148 -0.086
C 1.0136 1.5619 3.2416 -0.602
C 0.1261 -3.3529 -1.2876 -0.354
C -2.4548 1.8978 0.5248 -0.218
C -2.4048 2.5271 -1.8269 -0.445
C -1.9220 4.4657 2.9556 -0.401
C 2.1634 -4.7998 -1.4544 0.048
C -3.3470 2.2366 -0.6609 -0.423
C 0.8633 -4.5344 -0.8580 -0.193
C 0.1767 -1.2139 -2.9973 0.685
C 2.3125 -1.6720 -3.9273 0.680
C 2.7656 -3.9588 -2.5036 -0.182
C -1.0046 2.3390 -1.2726 -0.194
C -0.1961 1.3901 2.3271 -0.436
H 0.3610 1.0655 0.2935 0.221
H 5.3819 -6.3764 1.2634 0.362
H -3.9590 3.1147 -0.4459 0.223
H 6.0897 -6.0989 -0.1471 0.362
H -1.3239 -2.6006 0.8578 -0.073
H -0.2585 3.0117 -1.6931 0.231
H 1.2084 2.6172 3.4424 0.208
H 4.5905 -4.5999 -0.6549 0.174
H 3.4007 -6.6098 -1.8468 0.235
H -2.0684 -1.8438 -1.2221 -0.032
H -3.8041 5.3200 3.5722 0.231
H -2.1365 4.4561 0.1418 0.230
H 3.6444 -5.0207 0.8480 0.188
H -1.0539 1.8616 2.8010 0.220
H -2.7217 6.4750 2.7963 0.217
H 0.8965 2.6311 0.8731 0.226
H -2.0573 -4.9708 -1.1485 0.380
H 1.9123 1.1266 2.7990 0.214
H -2.3201 3.4526 3.0183 0.184
H -0.6051 5.6596 1.7837 0.242
H -2.8680 2.2407 1.4683 0.237
H -0.4320 0.3243 2.2646 0.219
H -2.2635 0.8243 0.5669 0.224
H -1.4594 4.6679 3.9256 0.226
H 3.7507 -4.1705 -2.9638 0.253
H 1.6629 0.0680 -2.9823 0.397
H 0.8346 1.0716 4.1989 0.235
H 2.3484 -6.7368 -0.3681 0.221
H -0.4118 4.5031 -0.1941 0.224
H 0.4907 -5.2272 -0.0724 0.250
H 0.0883 4.1481 2.2422 0.216
H -2.5833 1.8668 -2.6758 0.263
H -2.5456 3.5484 -2.1859 0.226
H -4.0360 1.4211 -0.8804 0.252
H -3.5947 5.2784 1.8194 0.193
H -0.6902 1.3051 -1.4193 0.225



61
Properties=species:S:1:pos:R:3:lowdin_spin:R:1 method="wB97M-V/def2-TZVPD" relative_energy_kj_mol=106.7 orbital_gap_ev="2.6 / 3.1" spin_multiplicity=5 total_charge=+2 fmax_ev_per_a=3.4 lumo_ev="-6.19 / -9.35"
Pt -0.6795 -0.2805 -0.8721 0.495
Te -1.6762 3.2459 2.9311 0.451
P 0.1196 4.0518 1.4947 0.178
P 0.9482 -4.0462 -1.3190 0.576
C 0.1733 -0.1106 5.9848 0.034
C -1.3153 0.7963 -2.5131 0.182
C 1.3487 -1.6092 -2.8624 0.032
C -1.7078 0.9830 4.9005 0.032
C -0.6706 5.3055 0.4314 0.004
C 1.0756 0.6552 5.2275 -0.002
C -0.0210 -5.5085 -1.8700 0.070
C 0.6077 2.6920 0.2655 0.086
C -1.9392 -1.5502 -3.2482 0.036
C -2.2372 -0.0459 -3.3859 0.030
C -0.7847 1.7600 4.1625 0.061
C -1.2195 0.0668 5.8364 0.002
C 2.5628 -4.4387 -2.0733 0.073
C 0.6034 1.6004 4.2959 0.034
C -1.0726 -1.9131 -1.9837 0.209
C 0.1247 0.5960 -2.5220 0.160
C 0.2300 -2.5669 -2.4315 0.174
C 1.5188 4.9244 2.2578 0.048
C 0.8078 -0.3264 -3.5146 0.024
C 0.3170 1.1781 0.4605 0.372
C -0.9382 -1.4705 0.8124 0.310
H -1.7745 -2.1754 0.6888 0.025
H 3.1217 -4.9177 -1.2574 0.011
H 1.2939 6.0056 2.3051 0.004
H -0.0091 -2.0440 0.9697 0.035
H 2.4284 4.7875 1.6540 0.004
H -1.1460 4.8264 -0.4362 0.001
H 1.2830 2.2126 3.6900 0.002
H 2.4583 -5.1473 -2.9046 0.013
H 0.2885 -5.8989 -2.8519 0.013
H -1.6656 1.8129 -2.2845 0.013
H -1.4303 5.8536 1.0008 0.003
H -1.4375 -1.9012 -4.1643 0.004
H 1.6506 0.2438 -3.9255 0.002
H 1.7066 2.8112 0.2478 0.002
H 3.1288 -3.5427 -2.3554 0.001
H -1.1460 -0.7894 1.6515 0.027
H 0.0893 6.0175 0.0793 0.000
H 1.7071 4.5673 3.2806 0.003
H -2.8879 -2.1000 -3.1542 0.003
H -1.6812 -2.6086 -1.3817 0.018
H 0.1647 -0.5664 -4.3691 0.002
H 0.5589 -0.8453 6.7012 0.002
H 0.1669 -6.2591 -1.0833 0.007
H 0.2082 3.0030 -0.7210 0.022
H 2.0129 -2.0980 -3.5965 0.001
H -2.1937 0.2438 -4.4527 0.005
H -1.9171 -0.4979 6.4604 0.000
H -0.1715 1.0305 1.4520 0.018
H 1.9467 -1.3581 -1.9737 0.009
H 2.1562 0.5431 5.3554 0.000
H 0.7696 1.4182 -2.1742 0.008
H -0.0165 -3.2298 -3.2877 0.035
H -1.0952 -5.2774 -1.8474 0.000
H -2.7801 1.1322 4.7476 0.010
H -3.2579 0.1488 -3.0213 0.004
H 1.2940 0.6100 0.4930 0.024



61
Properties=species:S:1:pos:R:3:nbo_charge:R:1 method="wB97M-V/def2-TZVPD" relative_energy_kj_mol=331.7 orbital_gap_ev="6.0 / 5.5" spin_multiplicity=1 fmax_ev_per_a=4.1 lumo_ev="-0.18 / -0.49"
Te -1.1107 -1.5929 -0.5018 0.106
Zn -0.5219 1.2712 -1.4301 1.457
P -1.9954 3.1204 -1.9586 0.406
P 1.0745 -1.4914 -2.0891 0.873
C 0.4437 -2.8562 3.9812 -0.228
C 0.1461 1.1768 0.4158 -1.351
C 2.7675 -0.8681 -2.4148 -0.970
C -2.3392 2.5893 -5.5838 -0.457
C -1.4121 -2.2663 2.5127 -0.252
C -0.4806 -2.0957 1.4644 -0.225
C -3.7348 2.4846 -2.2301 -0.935
C -1.7010 3.4260 -4.5103 -0.218
C -1.1370 4.7388 -1.6627 -0.930
C -0.9340 -2.5985 3.7946 -0.204
C 1.0065 -3.0500 -2.9902 -0.982
C -1.3737 1.6782 -6.4014 -0.447
C -0.4037 0.8711 -5.6152 -0.185
C 0.5215 3.7011 -5.6756 -0.453
C 0.1491 -0.2602 -3.3549 -0.660
C 0.8912 1.2396 -5.4008 -0.155
C -0.3567 3.6246 -4.4276 -0.131
C -0.0970 1.1322 -3.2231 -1.094
C 1.3571 -2.7190 2.9190 -0.205
C 0.8847 -2.3918 1.6359 -0.255
C 1.5018 2.5104 -5.7916 -0.454
H -2.4350 3.9027 -3.8502 0.204
H -1.5439 5.5325 -2.3439 0.229
H 0.6941 1.9025 -3.3742 0.222
H -2.8502 3.1386 -6.4032 0.229
H -1.1152 1.4931 -3.5797 0.247
H 1.1395 4.6084 -5.6719 0.223
H -4.3720 3.1370 -1.5998 0.240
H 2.4301 -2.8590 3.0768 0.213
H 0.7837 -2.9503 -4.0572 0.230
H 0.8095 -3.1699 4.9746 0.213
H 1.5438 -2.3829 0.7665 0.218
H 0.1740 3.8787 -3.4903 0.198
H -3.7747 1.3895 -1.8986 0.268
H -0.7599 -0.1558 -5.4093 0.209
H 0.1719 0.2410 0.9836 0.203
H -0.0556 4.5578 -1.9027 0.246
H 2.9418 0.0713 -1.8921 0.246
H 0.9368 -0.4893 -4.0650 0.178
H 1.9836 -3.5223 -2.8655 0.238
H 3.5237 -1.5713 -2.0690 0.235
H -0.9402 2.2631 -7.2201 0.203
H -4.0748 2.5651 -3.3077 0.218
H 0.2468 -3.6936 -2.5442 0.260
H 1.1361 1.6931 0.5371 0.197
H 1.7038 0.6096 -5.0247 0.190
H -2.0003 0.9951 -6.9775 0.219
H -0.0081 3.7917 -6.6266 0.209
H -1.6248 -2.6514 4.6463 0.215
H 2.3481 2.6413 -5.0951 0.200
H -0.7811 -0.7893 -3.6162 0.222
H -0.6440 1.8479 0.8189 0.202
H 1.9140 2.5972 -6.8135 0.224
H -1.2338 5.0301 -0.5914 0.256
H 2.9653 -0.6942 -3.4788 0.212
H -2.4741 -2.1592 2.2971 0.220
H -3.1028 1.9875 -5.0583 0.213



71
Properties=species:S:1:pos:R:3:mulliken_charge:R:1 method="wB97M-V/def2-TZVPD" relative_energy_kj_mol=190.5 orbital_gap_ev=8.3 spin_multiplicity=1 fmax_ev_per_a=2.5 lumo_ev=-0.17
Y -1.2464 -1.1140 0.3869 -1.575
Br -1.9474 -7.0374 -0.6551 -0.188
As 0.9426 -0.5218 -1.1757 2.146
As -0.6866 1.2653 1.6354 2.276
As 3.8420 3.9951 -1.6309 0.303
S -2.1596 0.5252 -1.7559 -0.265
O 0.3650 -2.8561 0.5766 -0.496
O 1.0814 -1.1467 1.7819 -0.438
O -2.0146 -0.4996 3.3371 -0.601
N -2.2098 -2.9624 -1.0542 -0.127
N -1.7586 -2.5566 2.2973 -0.631
N -3.7780 -0.7106 0.8873 -0.355
N -4.4040 1.9207 -0.7832 -0.640
C 1.5513 2.3100 -0.2440 2.930
C 0.6682 -0.9589 -3.0738 -1.355
C 0.2750 1.5526 3.3045 -1.577
C 4.9841 3.9861 -0.0248 -1.108
C 4.5002 2.2708 -2.3344 -1.056
C -2.2043 2.4352 2.0410 -1.322
C -2.9813 -2.8163 -2.1373 -0.354
C 0.2287 2.6271 0.4856 -2.254
C 0.4919 -2.2420 1.6843 0.746
C -0.3935 -2.7171 2.8239 -0.646
C 2.5568 1.6940 0.7335 -1.301
C -1.9245 -4.2015 -0.6402 -0.191
C -3.8660 -1.4601 2.1621 -0.787
C -2.4336 -1.4932 2.7070 1.085
C 2.0721 3.6662 -0.7591 -2.099
C -2.4035 -5.3214 -1.2979 -0.576
C 1.3078 1.4031 -1.4635 -1.213
C 2.7232 -1.3066 -1.0524 -1.520
C -3.4966 -3.8911 -2.8398 -0.924
C -3.2057 -5.1776 -2.4164 -0.007
C -3.4719 1.3622 -1.1886 0.362
H 3.1145 -1.2080 -0.0429 0.304
H -3.5877 -6.0457 -2.9356 0.453
H 1.3374 4.0751 -1.4590 0.476
H -2.8565 2.5530 1.1765 0.381
H 0.3977 3.4704 1.1613 0.638
H -4.2007 -2.4747 1.9657 0.382
H -2.7606 1.9927 2.8662 0.391
H 0.4300 1.7638 -2.0051 0.546
H 2.1596 0.7795 1.1715 -0.196
H -4.5197 -0.9789 2.8906 0.468
H -1.2871 -4.2884 0.2273 0.504
H -4.5767 -0.8967 0.2943 0.253
H 0.5259 2.6075 3.4028 0.452
H 3.4901 1.4489 0.2257 0.002
H -0.2156 -2.1158 3.7139 0.313
H 0.5380 -2.0370 -3.1729 0.403
H 4.4411 1.4604 -1.6090 0.186
H 1.1750 0.9442 3.3394 0.299
H 1.5296 -0.6488 -3.6642 0.408
H 5.9904 4.2920 -0.3112 0.390
H -3.8399 0.2845 1.0898 0.127
H -4.1167 -3.7214 -3.7086 0.443
H -3.1867 -1.8000 -2.4478 0.382
H 2.7743 2.3966 1.5417 0.460
H -0.3893 1.2452 4.1085 0.492
H 3.3921 -0.8436 -1.7758 0.433
H 3.9750 1.9875 -3.2456 0.311
H 5.0400 3.0039 0.4423 0.290
H -0.5243 2.9491 -0.2399 0.508
H -1.8379 3.4158 2.3436 0.482
H 5.5480 2.4307 -2.5910 0.447
H 4.6089 4.7053 0.7030 0.329
H 2.6178 -2.3666 -1.2802 0.479
H -0.2281 -3.7747 3.0278 0.417
H 2.1089 4.3680 0.0809 0.578
H -0.2227 -0.4602 -3.4520 0.427
H 2.1513 1.4640 -2.1490 0.103



68
Properties=species:S:1:pos:R:3:nbo_charge:R:1 method="wB97M-V/def2-TZVPD" relative_energy_kj_mol=82.8 orbital_gap_ev=6.5 spin_multiplicity=1 total_charge=-1 fmax_ev_per_a=3.5 lumo_ev=2.15
S 0.0788 3.9907 2.5206 0.245
S 0.2962 6.0933 0.4720 -0.107
O 2.4716 -2.5202 0.8970 -0.707
O -3.2504 -2.0093 -4.2747 -0.546
O 3.1811 -1.4947 3.8290 -0.509
O 4.1913 2.8870 -0.8971 -0.532
O -3.6882 -3.8766 -6.5005 -0.555
O 1.8712 -0.5975 0.0977 -0.818
N 1.0148 -2.2273 3.1117 -0.668
N 1.8588 3.9779 0.2839 -0.435
C -4.5266 -2.4042 -4.7548 -0.087
C 0.5204 -1.4463 1.9193 0.023
C -2.5605 -1.1642 -5.1816 -0.257
C 4.2648 4.2345 -0.5166 -0.066
C -2.0262 -1.8188 2.2437 -0.615
C -2.2456 -2.6905 -0.6879 -0.619
C -0.7514 -2.1520 1.3871 -0.200
C 0.8676 4.6339 1.0199 -0.051
C 1.2219 0.0037 3.8507 -0.334
C 3.3647 2.1027 -0.0205 -0.081
C 0.3835 0.0040 2.5327 -0.444
C 1.2927 3.8147 3.8876 -0.528
C 0.9920 2.4441 4.6216 -0.409
C -2.3939 -4.4004 -6.2425 -0.257
C 2.6119 2.9675 1.0424 -0.288
C -4.4934 -3.8079 -5.3311 -0.088
C -1.0423 -1.8665 -0.1078 -0.401
C 2.8507 4.9130 -0.3002 -0.248
C 2.0361 -1.3075 3.6452 0.748
C 1.9833 1.2995 4.2441 -0.403
C 1.7249 -1.5500 0.9193 0.724
H 0.5976 -0.2222 4.7428 0.197
H 3.8820 1.2639 0.4758 0.212
H -0.1778 -2.0826 -0.7628 0.237
H -4.9025 -1.6880 -5.4929 0.171
H -4.1524 -4.5279 -4.5811 0.178
H 3.0413 5.8150 0.3116 0.201
H -5.5101 -4.0879 -5.6273 0.177
H -2.9772 -3.0120 0.0742 0.188
H 2.5652 1.0243 5.1503 0.212
H -2.7366 -2.1407 -1.5127 0.215
H -2.8239 -2.5681 2.1186 0.205
H 2.3459 3.8863 3.5796 0.224
H -1.7577 -4.1607 -7.0942 0.187
H -1.8307 -3.6291 -1.1162 0.197
H 1.1473 4.5923 4.6651 0.217
H 0.8880 2.5958 5.7138 0.204
H -1.9503 -3.9696 -5.3428 0.189
H -2.4465 -5.4894 -6.1381 0.164
H -1.2756 -0.7934 -0.2660 0.194
H -0.0152 2.1216 4.2787 0.211
H -2.6126 -1.5349 -6.2079 0.174
H 4.8145 4.3873 0.4450 0.142
H -2.9730 -0.1507 -5.1342 0.167
H -5.2080 -2.3926 -3.8979 0.184
H -1.7272 -1.8036 3.3136 0.191
H -2.3720 -0.8066 1.9527 0.202
H 1.9605 2.2464 1.5656 0.257
H -0.6243 0.3468 2.8413 0.199
H 4.8208 4.7844 -1.2979 0.194
H 0.6487 0.7122 1.7264 0.249
H -0.5883 -3.2449 1.5015 0.218
H 3.2873 3.3875 1.8149 0.173
H 2.4877 5.1621 -1.3161 0.215
H 2.5630 1.6663 -0.6462 0.226
H -1.5148 -1.1287 -4.8774 0.201
H 2.7043 1.5954 3.4636 0.210
H 0.3231 -2.1864 3.8666 0.333